1.
Computed, not measured: a structure of composition C12H13N11O5SW, with the ωB97M-V functional and the def2-TZVPD basis.

```
43
Properties=species:S:1:pos:R:3:lowdin_charge:R:1
W 6.83 7.36 7.67 1.72
O 2.73 5.97 9.57 0.20
C 3.87 5.65 9.13 -0.15
C 4.14 4.58 8.15 -0.22
O 3.27 3.78 7.84 0.26
C 5.66 4.61 7.91 -0.25
C 6.11 5.67 8.80 -0.40
O 7.45 5.88 8.80 -0.20
C 5.22 6.08 9.89 -0.22
O 5.45 6.52 11.01 0.17
O 6.30 3.71 7.34 0.21
N 5.23 8.98 4.97 0.20
C 5.97 7.84 4.74 -0.37
N 5.94 7.08 3.62 0.14
N 6.56 5.96 3.99 0.09
N 7.21 6.17 5.18 -0.01
N 6.83 7.39 5.67 -0.18
C 4.82 9.43 6.22 -0.39
N 3.91 10.30 6.50 0.16
N 3.85 10.25 7.87 0.02
N 4.71 9.58 8.42 -0.01
N 5.35 8.88 7.37 -0.13
H 4.80 9.35 4.11 0.19
C 8.55 6.61 12.25 0.00
N 8.91 7.15 10.93 -0.14
C 9.92 6.46 10.09 0.01
C 8.19 8.16 10.51 -0.57
S 8.36 8.71 8.77 0.84
N 7.56 9.01 11.39 -0.16
C 6.23 9.67 11.10 -0.01
C 8.20 9.35 12.67 -0.02
H 8.75 5.50 12.30 0.13
H 7.47 6.71 12.44 0.10
H 9.19 7.10 13.03 0.12
H 10.66 6.07 10.78 0.11
H 10.29 7.21 9.37 0.08
H 9.43 5.66 9.53 0.09
H 5.71 9.80 12.06 0.12
H 5.60 9.03 10.55 0.01
H 6.48 10.63 10.60 0.12
H 9.30 9.36 12.54 0.13
H 7.95 8.64 13.49 0.11
H 7.87 10.33 12.93 0.10
```

HOMO energy (alpha / beta), eV: -16.32 / -16.32
Net charge: +2
LUMO level (alpha / beta), eV: -11.291 / -11.290
Kohn-Sham gap (alpha / beta), eV: 5.03 / 5.03
Largest force on an atom, eV/A: 8.018
Energy above the lowest of the compared OMol25 structures with the same formula, charge and spin, eV: 0.0000



2.
Computed, not measured: a structure of composition C39H41BrClN5O5PSSr, with the ωB97M-V functional and the def2-TZVPD basis.

```
95
Properties=species:S:1:pos:R:3:lowdin_charge:R:1
Sr -0.08 -0.27 0.49 1.40
C -0.54 -2.26 3.41 -0.05
O -0.48 -2.36 1.99 -0.32
C -1.35 -3.32 1.42 -0.17
C -2.58 -2.64 0.85 -0.16
O -2.13 -1.80 -0.22 -0.25
C -3.19 -1.15 -0.92 -0.16
C -3.61 0.11 -0.21 -0.19
O -2.47 0.95 -0.15 -0.36
C -2.80 2.21 0.44 -0.10
H -0.22 -3.20 3.86 0.10
H 0.13 -1.45 3.71 0.09
H -1.56 -2.01 3.74 0.09
H -0.81 -3.81 0.61 0.13
H -1.63 -4.07 2.16 0.14
H -3.27 -3.39 0.45 0.14
H -3.08 -2.05 1.62 0.12
H -2.79 -0.91 -1.91 0.12
H -4.04 -1.83 -1.03 0.14
H -4.40 0.60 -0.79 0.14
H -3.98 -0.09 0.80 0.12
H -3.57 2.71 -0.15 0.10
H -3.14 2.07 1.47 0.08
H -1.89 2.81 0.45 0.07
Cl -0.98 1.81 -2.41 0.77
C 0.25 1.92 -3.63 -0.65
C 0.39 3.09 -4.36 -0.09
C 1.36 3.15 -5.35 -0.06
C 2.18 2.06 -5.59 -0.06
C 2.04 0.90 -4.84 -0.07
C 1.07 0.82 -3.84 -0.39
P 0.86 -0.67 -2.78 1.04
C -0.47 -1.60 -3.61 -0.39
C -0.84 -2.81 -3.04 -0.13
C -1.88 -3.56 -3.57 -0.08
C -2.57 -3.09 -4.68 -0.07
C -2.21 -1.88 -5.25 -0.07
C -1.16 -1.14 -4.73 -0.07
C 2.38 -1.60 -3.17 -0.41
C 3.56 -1.17 -2.55 -0.12
C 4.75 -1.83 -2.78 -0.07
C 4.78 -2.95 -3.59 -0.07
C 3.61 -3.40 -4.20 -0.07
C 2.42 -2.72 -3.99 -0.08
H -0.27 3.93 -4.17 0.11
H 1.47 4.06 -5.93 0.11
H 2.94 2.11 -6.36 0.11
H 2.68 0.06 -5.03 0.11
H -0.31 -3.17 -2.16 0.09
H -2.14 -4.51 -3.13 0.11
H -3.38 -3.67 -5.10 0.11
H -2.75 -1.52 -6.12 0.11
H -0.89 -0.20 -5.19 0.11
H 3.53 -0.30 -1.90 0.11
H 5.66 -1.48 -2.30 0.11
H 5.71 -3.48 -3.76 0.11
H 3.63 -4.27 -4.84 0.11
H 1.51 -3.07 -4.48 0.10
N -0.21 7.42 4.46 0.11
C 0.00 6.13 4.03 -0.31
C -0.25 5.78 2.70 -0.02
C -0.08 4.47 2.28 -0.06
C 0.33 3.51 3.19 -0.31
C 0.59 3.84 4.52 -0.06
C 0.42 5.15 4.93 -0.02
S 0.52 1.85 2.67 0.59
O 0.92 1.87 1.25 -0.49
O 1.45 1.19 3.55 -0.31
N -0.90 1.09 2.56 -0.20
C -1.73 0.92 3.63 -0.49
N -1.41 1.43 4.83 0.14
C -2.28 1.24 5.81 -0.11
C -3.47 0.55 5.64 -0.06
C -3.69 0.04 4.37 -0.14
N -2.85 0.21 3.36 0.11
H -0.25 8.15 3.77 0.10
H 0.23 7.69 5.33 0.10
H -0.56 6.54 1.99 0.11
H -0.24 4.21 1.25 0.10
H 0.91 3.07 5.20 0.11
H 0.62 5.42 5.96 0.11
H -2.01 1.68 6.77 0.11
H -4.17 0.40 6.45 0.10
H -4.59 -0.52 4.15 0.11
Br 5.39 -1.47 3.30 0.80
C 4.22 -2.06 1.95 -0.67
C 4.47 -3.23 1.26 -0.09
C 3.58 -3.62 0.28 -0.04
C 2.49 -2.82 0.02 -0.16
N 2.25 -1.68 0.68 -0.02
C 3.10 -1.30 1.63 -0.16
H 5.35 -3.83 1.50 0.11
H 3.75 -4.53 -0.29 0.12
H 1.78 -3.08 -0.76 0.10
H 2.88 -0.38 2.16 0.09
```

HOMO energy, eV: -9.96
Net charge: +1
LUMO level, eV: -1.765
Kohn-Sham gap, eV: 8.19
Largest force on an atom, eV/A: 0.643
Energy above the lowest of the compared OMol25 structures with the same formula, charge and spin, eV: 0.2736



3.
Computed, not measured: a structure of composition C18H24IN4OY, with the ωB97M-V functional and the def2-TZVPD basis.

```
49
Properties=species:S:1:pos:R:3:lowdin_charge:R:1
C -3.40 0.09 -0.10 -0.22
I -0.26 3.00 -3.70 -0.14
H -3.46 1.02 -0.68 0.05
H -3.31 0.31 0.97 0.07
H -4.29 -0.50 -0.31 0.08
C 1.33 -2.83 -0.99 -0.10
C 1.79 -1.90 -1.83 -0.13
N 0.83 -0.86 -1.91 -0.22
C -0.08 -1.12 -0.87 -0.30
N 0.14 -2.37 -0.46 -0.11
H 1.74 -3.80 -0.72 0.10
H 2.64 -1.93 -2.49 0.09
C 0.02 1.84 2.42 -0.13
C -0.81 0.84 0.59 -0.30
N -0.12 0.65 1.74 -0.08
H -0.63 3.86 1.83 0.08
N -0.95 2.21 0.48 -0.17
H 0.52 1.91 3.37 0.10
Y 0.37 1.54 -1.63 0.64
C -1.14 -0.21 -0.40 -0.37
O -2.35 -0.73 -0.55 -0.18
C -0.53 2.81 1.65 -0.15
C -1.79 2.92 -0.48 -0.20
H -1.29 3.86 -0.76 0.05
H -2.77 3.16 -0.03 0.07
H -1.97 2.30 -1.38 0.01
C 0.47 -0.59 2.20 -0.09
H 0.89 -0.41 3.20 0.06
H 1.28 -0.92 1.53 0.09
H -0.30 -1.37 2.29 0.06
C -0.72 -3.18 0.40 -0.11
H -0.90 -4.14 -0.09 0.07
H -1.67 -2.67 0.55 0.08
H -0.23 -3.36 1.36 0.05
C 0.29 -0.64 -3.27 -0.14
H -0.37 -1.49 -3.54 0.09
H 1.14 -0.59 -3.97 0.08
H -0.33 0.29 -3.36 -0.04
C 3.76 1.27 1.49 -0.15
C 3.11 2.50 1.36 -0.14
C 2.55 2.87 0.11 -0.19
C 2.59 1.93 -0.90 -0.31
C 3.39 0.80 -0.87 -0.19
C 3.94 0.43 0.39 -0.13
H 4.15 0.97 2.47 0.08
H 3.02 3.17 2.22 0.08
H 2.10 3.87 -0.02 0.07
H 3.62 0.20 -1.75 0.07
H 4.50 -0.50 0.49 0.08
```

HOMO energy (alpha / beta), eV: 2.69 / 2.75
Net charge: -2
LUMO level (alpha / beta), eV: 4.244 / 4.245
Kohn-Sham gap (alpha / beta), eV: 1.55 / 1.49
Largest force on an atom, eV/A: 5.989
Energy above the lowest of the compared OMol25 structures with the same formula, charge and spin, eV: 0.0000



Question: Which formula does entry 2 have?
Answer: C39H41BrClN5O5PSSr